No. 1
Below is a structure of composition C30H45FGeInN3O7 in a non-equilibrium geometry, with properties calculated with wB97M-V/def2-TZVPD.

```
88
Properties=species:S:1:pos:R:3:forces:R:3
In 0.184271 -0.310975 0.515248 -2.021 1.294 1.693
C -2.480465 1.224712 -1.988792 0.015 -0.052 0.441
C -2.893341 0.514392 -0.695465 -0.488 -0.180 -0.598
C -3.117426 -0.975474 -0.970434 0.102 0.247 0.306
C -4.171073 1.135463 -0.136143 0.271 0.013 0.103
O -1.843060 0.658487 0.265106 1.017 -0.031 -0.207
Ge -1.890585 1.232331 2.138536 0.241 -0.704 -0.143
O -1.279674 -0.612152 2.299654 0.531 0.305 -0.809
C -1.618641 -1.666341 3.200409 0.176 -0.535 1.021
C -1.586869 -3.001806 2.458112 -0.105 0.402 -0.245
C -3.013848 -1.418908 3.766220 0.046 0.125 -0.270
C -0.589220 -1.689077 4.347362 -0.302 0.131 -0.498
O -0.021634 1.506966 1.733469 0.122 -0.681 -0.760
C 0.946079 2.440978 2.251846 0.551 0.468 0.578
C 1.624202 1.818677 3.474749 -0.258 -0.022 -0.309
C 1.974626 2.722162 1.162098 -0.337 -0.188 -0.041
C 0.219176 3.728028 2.638327 -0.102 -0.257 -0.211
H -3.284352 1.171264 -2.722195 0.038 0.007 -0.039
H -1.588640 0.747591 -2.401989 -0.020 0.000 -0.102
H -2.258500 2.271864 -1.779938 0.005 0.009 -0.076
H -3.880592 -1.114930 -1.735556 -0.001 -0.024 -0.004
H -3.440844 -1.470600 -0.052974 -0.001 -0.072 -0.053
H -2.182717 -1.430029 -1.309243 -0.042 -0.066 -0.044
H -4.987856 1.030265 -0.848214 -0.015 -0.001 0.000
H -4.020533 2.197462 0.065675 -0.059 0.005 -0.004
H -4.454888 0.637297 0.793753 -0.084 0.016 -0.025
H -2.277841 -2.961901 1.610440 -0.023 -0.102 0.054
H -1.880206 -3.814014 3.120896 -0.029 -0.002 -0.004
H -0.585349 -3.199756 2.084144 0.064 -0.081 0.013
H -3.748655 -1.384756 2.956933 -0.031 -0.016 0.043
H -3.050335 -0.472628 4.309451 -0.016 -0.024 0.052
H -3.291318 -2.218339 4.451126 -0.020 0.012 0.019
H 0.411029 -1.818643 3.930804 0.042 -0.013 0.085
H -0.803464 -2.508063 5.033238 0.047 0.028 0.038
H -0.632297 -0.744889 4.891989 0.066 -0.032 0.072
H 2.067133 0.857831 3.199868 0.051 0.002 0.077
H 0.890779 1.655737 4.265433 0.049 -0.037 0.045
H 2.408858 2.473404 3.851024 0.004 -0.013 0.030
H 2.487336 1.798003 0.878593 0.068 0.048 -0.002
H 2.719581 3.432398 1.515424 0.015 -0.002 -0.004
H 1.475889 3.142292 0.285972 0.076 0.060 -0.004
H -0.502675 3.538762 3.434570 0.021 0.056 0.039
H -0.311820 4.127907 1.771708 0.011 0.067 0.039
H 0.929678 4.475139 2.987479 0.004 -0.004 0.022
F -0.474388 -3.537406 -6.203788 0.087 0.002 -0.026
C 0.308389 -3.875565 -5.174257 -0.428 0.329 0.222
C 0.280991 -3.131385 -4.043985 -0.044 -0.055 -0.121
C 1.160863 -3.415045 -2.974810 0.003 -0.174 -0.178
C 1.128517 -2.598319 -1.775897 -0.041 -0.045 0.074
O 0.239094 -1.747494 -1.568732 0.126 -0.031 0.002
C 2.214316 -2.858939 -0.875433 -0.128 0.217 -0.019
C 3.035826 -3.939616 -1.009060 -0.171 0.107 -0.007
N 2.962795 -4.775463 -2.062232 0.149 0.011 0.030
C 3.722394 -6.019606 -2.076017 0.024 -0.171 -0.032
C 5.070054 -6.100720 -1.432865 0.030 0.066 0.063
C 4.960688 -6.148733 -2.923198 0.034 0.030 -0.198
C 2.079497 -4.488799 -3.090554 -0.038 -0.038 -0.160
C 2.078752 -5.253320 -4.251292 0.473 -0.072 0.332
C 1.207441 -4.968439 -5.328624 -0.108 -0.217 -0.434
N 1.237237 -5.718001 -6.461551 0.020 0.248 0.392
C 2.449484 -6.346747 -6.974800 0.170 -0.206 -0.169
C 2.769534 -5.770032 -8.361046 0.125 0.040 0.357
N 1.607458 -5.978306 -9.285664 -0.019 0.016 -0.006
C 0.357948 -5.354761 -8.733310 -0.255 0.075 0.318
C 0.091462 -5.930858 -7.342976 -0.192 0.045 -0.385
C 2.070409 -1.847785 0.212720 0.422 -0.404 0.195
O 1.280472 -2.157945 1.139137 -0.098 0.051 -0.085
O 2.378500 -0.666797 -0.062440 -0.084 0.137 -0.008
H -0.400366 -2.292499 -3.966470 0.027 0.013 0.036
H 3.773674 -4.171042 -0.254920 -0.002 -0.106 -0.008
H 3.070974 -6.881236 -1.987828 0.025 0.005 0.066
H 5.299106 -7.008428 -0.893992 -0.047 -0.022 -0.020
H 5.509024 -5.213807 -0.997363 -0.015 0.037 -0.059
H 5.137026 -7.088423 -3.429933 -0.034 -0.027 0.052
H 5.289519 -5.273400 -3.470322 -0.001 0.037 0.083
H 2.733402 -6.111787 -4.311702 -0.003 0.049 0.003
H 2.308231 -7.430224 -7.042977 -0.046 0.023 0.082
H 3.298502 -6.153038 -6.324759 -0.012 0.024 -0.036
H 3.655161 -6.250440 -8.773084 -0.055 -0.048 -0.062
H 2.949580 -4.697435 -8.292807 -0.032 0.005 -0.110
H 1.451920 -6.982812 -9.418360 0.027 0.003 -0.138
H 1.817557 -5.589556 -10.210470 0.011 -0.016 -0.005
H -0.478690 -5.560226 -9.398694 0.067 -0.075 -0.055
H 0.507807 -4.277083 -8.680918 0.089 -0.010 -0.089
H -0.068330 -7.012693 -7.417376 0.061 0.000 0.108
H -0.813750 -5.497524 -6.933924 0.040 -0.039 -0.020
O 1.530471 0.920899 -2.454244 -0.173 0.456 -0.045
C 0.895727 1.116604 -1.550901 0.336 -0.427 -0.261
```
Positions in Å, forces in eV/Å.

Calculated values
net charge: +3
F_max: 2.94 eV/Å
energy above the lowest of the compared OMol25 structures with the same formula, charge and spin: 0.0 kJ/mol
orbital gap (alpha / beta): 6.186 / 2.694 eV
HOMO level (alpha / beta): -15.1 / -15.1 eV
⟨S²⟩: 0.785
spin multiplicity: 2



No. 2
Below is a structure of composition C30H45HfO4SSi in a non-equilibrium geometry, with properties calculated with wB97M-V/def2-TZVPD.

```
82
Properties=species:S:1:pos:R:3:forces:R:3
C 0.319305 -1.140487 -0.955112 -0.724 -1.503 -0.317
C -1.044391 -1.516666 -1.377966 2.380 -0.433 0.810
C -0.868059 -2.294954 -2.549625 1.609 0.058 -1.400
H -1.918415 -1.381621 -0.744514 0.151 -0.097 -0.038
C 0.504260 -2.191510 -3.001787 -1.532 -0.867 0.158
C 1.201304 -1.343109 -2.093223 0.281 -1.913 1.453
H 2.262079 -1.089985 -2.202293 -0.453 -0.232 0.501
H 0.603796 -1.032716 0.097471 -0.224 0.725 -0.328
H -1.604151 -2.852827 -3.100739 -0.330 -0.017 0.029
H 0.954872 -2.724893 -3.835075 -0.266 0.306 0.035
C -0.882922 2.465390 -2.103108 1.305 -0.269 -1.710
C -0.800128 1.519690 -1.081357 1.572 -0.305 1.629
C 0.595973 1.149525 -0.940905 -0.662 1.630 -0.785
H -1.554381 1.201941 -0.339523 0.325 0.309 -0.138
C 1.262955 1.587607 -2.169579 0.137 0.816 1.676
C 0.393234 2.549909 -2.758780 -1.434 -0.857 0.156
H 0.601151 3.218266 -3.555606 0.250 0.240 -0.707
H -1.732941 3.048243 -2.363833 -0.573 0.250 -0.199
H 1.063804 0.961614 0.036876 -0.234 -0.804 -0.701
H 2.312589 1.394865 -2.438082 -0.512 0.429 0.310
Hf -0.262608 0.032812 -3.023514 -0.849 2.357 2.235
O -0.406491 -0.028774 -5.019487 -1.016 0.226 -1.813
C -1.501754 -0.536664 -5.841921 2.135 -0.728 -0.364
C -0.363969 -0.887913 -6.789221 -1.524 0.287 -0.554
H -1.996133 -1.423629 -5.385273 0.146 0.728 -0.381
H -2.176762 0.250447 -6.204091 0.172 -0.372 0.271
H 0.156808 -1.855994 -6.630455 -0.364 0.828 -0.065
H 0.761716 -1.769053 -9.026707 0.114 -0.001 0.009
C 0.454984 -0.733250 -9.108586 0.504 -0.339 0.621
C -0.080671 -0.091884 -7.957671 -0.175 0.154 -0.442
C -0.538827 1.249390 -8.142841 -0.196 -0.589 0.227
H -1.000413 1.732937 -7.285895 0.180 0.259 -0.242
C -0.433777 1.878864 -9.373659 -0.144 -0.174 0.594
H -0.806168 2.890425 -9.474858 0.081 -0.040 -0.044
C 0.103282 1.203794 -10.475941 0.009 0.059 0.594
H 0.161125 1.712136 -11.424415 0.032 0.004 -0.159
C 0.557510 -0.100164 -10.335397 -0.301 -0.041 -0.006
H 0.944820 -0.626731 -11.200568 0.005 -0.033 0.190
C -0.623101 -3.589862 4.504415 -0.264 -0.324 -0.018
C -1.282274 -2.269764 4.919866 0.247 0.373 -0.368
C -2.686207 -2.085106 4.349968 -0.311 -0.685 -0.216
C -1.275594 -2.201116 6.442366 -0.257 -0.189 0.338
O -0.438031 -1.225120 4.418185 0.328 -0.051 0.314
Si -0.313391 -0.068097 3.258091 0.215 0.690 0.949
S -2.001447 0.188095 2.167632 -0.044 -0.323 -1.479
O 0.097493 1.328238 4.104501 -0.123 -1.181 -0.679
C -0.731707 2.446481 4.414975 1.028 -0.641 0.189
C -1.000431 3.207286 3.137199 -1.008 0.621 -0.378
C -1.911172 2.007267 5.260834 -0.850 -0.008 0.292
C 0.191166 3.296589 5.257629 -0.087 0.627 0.372
O 1.092643 -0.373438 2.384864 0.065 -0.078 -0.641
C 2.483849 -0.499113 2.785211 -0.981 0.393 0.825
C 3.289393 -0.652818 1.515846 0.283 -0.129 -0.081
C 2.914206 0.777287 3.515602 0.464 0.213 0.301
C 2.567551 -1.734217 3.677963 0.183 -0.371 0.186
H -1.225558 -4.458201 4.806601 -0.017 0.230 -0.047
H 0.342176 -3.693825 5.020684 -0.148 0.121 -0.355
H -0.490048 -3.638206 3.414347 0.068 0.085 0.277
H -3.349462 -2.882070 4.720560 0.119 0.256 0.162
H -3.113770 -1.092374 4.589999 0.313 -0.583 -0.123
H -2.655149 -2.209294 3.254234 -0.037 0.287 0.485
H -0.275815 -2.421089 6.841085 -0.165 0.372 -0.120
H -1.654396 -1.241250 6.815650 0.264 -0.130 -0.147
H -1.933705 -2.982579 6.849148 0.053 0.135 -0.164
H -1.583431 2.671749 2.379167 0.297 -0.108 0.411
H -1.562941 4.117029 3.354692 0.000 0.182 0.129
H -0.047604 3.517023 2.715215 0.154 -0.054 -0.121
H -1.572289 1.409014 6.117226 0.144 -0.040 -0.363
H -2.425146 2.855954 5.717841 0.040 0.236 -0.183
H -2.678632 1.444190 4.714257 0.375 0.028 -0.046
H 0.550689 2.763674 6.141734 -0.055 -0.032 -0.151
H 1.037607 3.634274 4.656041 0.044 -0.101 0.122
H -0.366725 4.171564 5.580919 0.080 0.294 0.200
H 3.009506 -1.545998 0.967437 -0.151 -0.321 -0.045
H 3.146808 0.198813 0.853461 -0.008 0.263 0.006
H 4.353854 -0.728511 1.747899 -0.029 0.026 -0.015
H 2.400156 0.929110 4.474653 0.025 -0.196 -0.434
H 3.993711 0.761775 3.723103 -0.143 -0.184 -0.071
H 2.734559 1.667560 2.899306 -0.144 -0.220 0.049
H 1.879470 -1.667464 4.531704 0.131 0.103 -0.409
H 2.312515 -2.620539 3.090870 -0.226 0.037 0.033
H 3.558052 -1.937976 4.084304 0.258 0.325 -0.089
```
Positions in Å, forces in eV/Å.

Calculated values
net charge: +1
F_max: 3.36 eV/Å
energy above the lowest of the compared OMol25 structures with the same formula, charge and spin: 62.1 kJ/mol
orbital gap (alpha / beta): 2.321 / 2.320 eV
HOMO level (alpha / beta): -8.3 / -8.3 eV



Summary of total energy in eV
-115025.77816; -60043.15799
(order as listed above)